#a
Molecular formula: C2H6NO2P
Method: DFT, ωB97M-V/def2-TZVPD

Structure (ORCA input):
```
! wB97M-V def2-TZVPD RIJCOSX def2/J DEFGRID3
* xyz 0 1
C -0.780 1.632 0.514
N -1.023 0.539 -0.304
C -1.740 -0.367 -0.452
O -2.457 -1.272 -0.547
H -0.522 1.315 1.634
H -0.036 2.381 0.094
H -1.775 2.211 0.654
O 0.920 -1.823 -0.638
P 2.364 -1.479 0.097
H 0.160 -1.829 -0.027
H 2.837 -1.351 -1.233
H 2.052 0.044 0.207
*
```

Calculated values
Highest occupied orbital energy in eV: -9.41
E_LUMO in eV: 0.45
Gap between HOMO and LUMO in eV: 9.9
SMILES: CN=C=O.OP

#b
Molecular formula: C2H6NO2P
Method: DFT, ωB97M-V/def2-TZVPD

Structure (ORCA input):
```
! wB97M-V def2-TZVPD RIJCOSX def2/J DEFGRID3
* xyz 0 1
C 1.568 -0.838 0.919
C 0.244 0.760 -1.004
N -2.306 0.209 -0.036
O -3.303 0.842 0.265
O -2.071 -0.993 0.062
P 0.629 -0.914 -0.753
H 2.270 -1.622 0.956
H 2.135 0.136 1.090
H 0.851 -1.027 1.666
H 0.790 1.564 -0.564
H 0.099 1.029 -2.083
H -0.906 0.853 -0.518
*
```

Calculated values
Highest occupied orbital energy (alpha / beta) in eV: -8.59 / -8.34
E_LUMO (alpha / beta) in eV: -1.60 / -1.76
Gap between HOMO and LUMO (alpha / beta) in eV: 7.0 / 6.6

#c
Molecular formula: C2H6NO2P
Method: DFT, ωB97M-V/def2-TZVPD

Structure (ORCA input):
```
! wB97M-V def2-TZVPD RIJCOSX def2/J DEFGRID3
* xyz 0 1
C -0.093 -0.366 -1.089
C 0.455 -0.633 0.114
N 0.774 0.531 0.907
O -1.321 -0.240 2.533
O -1.782 1.085 0.445
P -1.187 1.074 1.976
H 0.013 0.678 -1.488
H -0.441 -1.256 -1.785
H 0.660 -1.580 0.613
H 0.992 1.326 0.179
H 1.410 0.328 1.724
H -2.119 0.205 0.139
*
```

Calculated values
Highest occupied orbital energy in eV: -9.09
E_LUMO in eV: 0.81
Gap between HOMO and LUMO in eV: 9.9

#d
Molecular formula: C2H6NO2P
Method: DFT, ωB97M-V/def2-TZVPD

Structure (ORCA input):
```
! wB97M-V def2-TZVPD RIJCOSX def2/J DEFGRID3
* xyz 0 1
C -1.480 -1.468 0.269
N -2.164 -0.413 -0.409
O -1.377 0.767 -0.902
C -2.389 0.893 -0.021
O -3.107 1.667 0.488
H -1.772 -2.370 -0.202
H -0.442 -1.392 0.100
H -1.691 -1.387 1.465
P 1.383 0.961 -0.045
H 1.144 2.361 -0.205
H 2.742 1.475 -0.136
H 1.294 0.804 -1.334
*
```

Calculated values
Highest occupied orbital energy in eV: -10.10
E_LUMO in eV: 0.67
Gap between HOMO and LUMO in eV: 10.8
SMILES: CN1OC1=O.P

Most stable: #c (next structure +0.0451 hartree)

#a
Molecular formula: C55H60Br2ClGeN3O3PReSe
Method: DFT, ωB97M-V/def2-TZVPD

Structure (ORCA input):
```
! wB97M-V def2-TZVPD RIJCOSX def2/J DEFGRID3
* xyz 2 1
Re -0.065 -0.804 -1.007
Br -4.490 -2.525 -2.909
C -4.159 -1.740 -1.232
C -5.181 -1.652 -0.273
C -4.955 -1.109 0.963
Br -6.363 -1.037 2.219
C -3.675 -0.608 1.305
C -3.321 -0.021 2.533
C -2.038 0.437 2.716
C -1.098 0.286 1.692
N -1.389 -0.272 0.525
C -2.666 -0.706 0.323
C -2.886 -1.274 -0.956
O -1.870 -1.330 -1.808
H -6.166 -2.022 -0.525
H -4.056 0.065 3.322
H -1.743 0.916 3.639
H -0.087 0.651 1.818
C 2.469 -4.053 -3.853
C 1.559 -3.518 -2.745
P 1.270 -1.711 -2.829
C 0.312 -1.525 -4.413
C 0.881 -0.550 -5.445
C 2.968 -1.062 -3.155
C 3.181 0.400 -2.779
H 2.493 -5.142 -3.821
H 3.489 -3.696 -3.725
H 2.125 -3.758 -4.845
H 2.007 -3.725 -1.774
H 0.575 -3.995 -2.785
H -0.689 -1.208 -4.116
H 0.220 -2.517 -4.860
H 0.955 0.460 -5.039
H 0.224 -0.516 -6.313
H 1.864 -0.861 -5.796
H 3.201 -1.226 -4.206
H 3.634 -1.676 -2.559
H 2.612 1.060 -3.431
H 4.238 0.659 -2.857
H 2.864 0.575 -1.747
Cl 1.376 -2.681 6.290
C 1.959 -1.705 4.925
C 1.740 0.163 3.875
C 2.401 0.019 2.562
C 2.909 -1.138 2.124
C 3.430 -2.221 2.964
C 3.043 -2.459 4.214
C 2.582 -1.477 0.706
O 3.291 -1.861 -0.176
O 1.212 -1.411 0.629
H 1.203 1.107 3.939
H 2.211 0.805 1.838
H 4.177 -2.851 2.495
H 3.533 -3.230 4.794
C 3.564 5.195 -4.122
C 2.418 4.227 -4.404
C 1.251 4.357 -3.427
C 1.637 3.965 -1.998
N 0.463 3.793 -1.142
C -0.427 2.793 -1.222
Se -0.216 1.271 -2.357
N -1.466 3.050 -0.407
C -2.762 2.369 -0.435
C -3.916 3.254 -0.923
C -3.966 3.518 -2.431
C -2.847 4.415 -2.965
C -1.210 4.233 0.272
C -1.904 4.895 1.279
C -1.348 6.062 1.762
C -0.140 6.562 1.256
C 0.557 5.901 0.267
C 0.008 4.716 -0.212
H 4.320 5.116 -4.903
H 4.050 4.982 -3.168
H 3.207 6.225 -4.109
H 2.790 3.198 -4.390
H 2.031 4.415 -5.407
H 0.446 3.696 -3.757
H 0.872 5.382 -3.436
H 2.258 4.735 -1.547
H 2.195 3.029 -2.008
H -2.981 2.016 0.575
H -2.662 1.510 -1.096
H -3.893 4.210 -0.397
H -4.836 2.744 -0.630
H -4.922 4.003 -2.633
H -3.963 2.567 -2.971
H -2.702 5.287 -2.323
H -3.100 4.775 -3.962
H -1.905 3.874 -3.048
H -2.835 4.514 1.675
H -1.855 6.603 2.549
H 0.255 7.483 1.659
H 1.491 6.293 -0.112
C -3.546 -4.102 0.910
C -2.684 -3.630 -0.071
C -1.540 -2.935 0.287
C -1.261 -2.681 1.626
C -2.127 -3.161 2.608
C -3.264 -3.870 2.247
Ge 0.569 -2.245 2.263
C 1.423 -3.986 1.846
C 1.533 -4.344 0.507
C 1.963 -5.613 0.155
C 2.260 -6.541 1.143
C 2.120 -6.197 2.479
C 1.709 -4.921 2.835
C 0.854 -1.102 4.008
C -0.456 -0.808 4.669
C -0.589 -0.105 5.799
C 0.475 0.486 6.611
C 1.789 0.433 6.376
C 2.437 -0.238 5.205
H -4.423 -4.672 0.631
H -2.886 -3.830 -1.116
H -0.851 -2.623 -0.491
H -1.907 -3.016 3.661
H -3.917 -4.260 3.017
H 1.281 -3.632 -0.269
H 2.058 -5.879 -0.890
H 2.593 -7.533 0.869
H 2.332 -6.925 3.251
H 1.605 -4.661 3.882
H -1.346 -1.190 4.184
H -1.595 0.040 6.175
H 0.144 1.009 7.499
H 2.463 0.907 7.078
H 3.518 -0.133 5.229
*
```

Calculated values
Highest occupied orbital energy (alpha / beta) in eV: -12.60 / -12.60
E_LUMO (alpha / beta) in eV: -6.42 / -6.43
Gap between HOMO and LUMO (alpha / beta) in eV: 6.2 / 6.2

#b
Molecular formula: C55H60Br2ClGeN3O3PReSe
Method: DFT, ωB97M-V/def2-TZVPD

Structure (ORCA input):
```
! wB97M-V def2-TZVPD RIJCOSX def2/J DEFGRID3
* xyz 2 1
Re 0.519 1.235 0.155
Br 3.470 3.828 -3.195
C 2.993 1.998 -3.188
C 3.535 1.116 -4.122
C 3.222 -0.225 -4.115
Br 4.003 -1.373 -5.402
C 2.323 -0.755 -3.160
C 1.916 -2.100 -3.068
C 1.012 -2.462 -2.097
C 0.538 -1.500 -1.202
N 0.908 -0.232 -1.251
C 1.780 0.151 -2.218
C 2.102 1.542 -2.210
O 1.558 2.297 -1.302
H 4.212 1.502 -4.866
H 2.313 -2.834 -3.754
H 0.657 -3.478 -2.018
H -0.180 -1.772 -0.440
C 1.619 4.227 4.010
C 1.813 3.192 2.907
P 0.344 2.989 1.827
C 0.240 4.631 0.954
C -1.089 5.365 1.064
C -1.043 2.926 3.041
C -2.290 2.255 2.490
H 2.559 4.391 4.530
H 0.892 3.882 4.738
H 1.284 5.183 3.618
H 2.019 2.221 3.358
H 2.650 3.464 2.255
H 0.461 4.424 -0.099
H 1.040 5.264 1.343
H -1.899 4.765 0.652
H -1.033 6.294 0.505
H -1.319 5.620 2.094
H -1.260 3.937 3.380
H -0.676 2.347 3.887
H -2.743 2.861 1.710
H -3.018 2.101 3.283
H -2.027 1.280 2.071
Cl 2.744 -5.965 2.984
C 1.476 -4.720 2.829
C -0.124 -4.031 1.577
C -0.523 -2.688 2.046
C 0.133 -2.018 3.011
C 0.924 -2.621 4.076
C 1.495 -3.826 4.019
C 0.306 -0.552 2.797
O 0.118 0.367 3.545
O 0.838 -0.404 1.581
H -0.659 -4.305 0.668
H -1.223 -2.143 1.423
H 1.003 -2.024 4.975
H 1.970 -4.238 4.895
C -6.824 3.458 0.789
C -5.495 3.834 0.148
C -5.013 2.842 -0.910
C -4.668 1.465 -0.330
N -3.918 0.675 -1.282
C -2.652 0.917 -1.675
Se -1.524 2.234 -0.875
N -2.338 0.121 -2.716
C -1.220 0.307 -3.611
C -1.658 0.712 -5.025
C -2.122 2.160 -5.185
C -3.445 2.477 -4.496
C -3.404 -0.722 -2.952
C -3.571 -1.787 -3.831
C -4.780 -2.451 -3.798
C -5.801 -2.066 -2.925
C -5.644 -1.018 -2.042
C -4.422 -0.353 -2.052
H -7.146 4.252 1.456
H -6.744 2.543 1.369
H -7.592 3.327 0.032
H -4.732 3.940 0.921
H -5.602 4.804 -0.337
H -4.106 3.249 -1.371
H -5.773 2.734 -1.685
H -5.575 0.918 -0.075
H -4.063 1.590 0.570
H -0.656 -0.629 -3.665
H -0.583 1.090 -3.189
H -2.454 0.047 -5.361
H -0.797 0.551 -5.676
H -2.238 2.336 -6.255
H -1.350 2.840 -4.821
H -4.180 1.699 -4.690
H -3.841 3.415 -4.874
H -3.312 2.587 -3.421
H -2.789 -2.093 -4.506
H -4.940 -3.287 -4.460
H -6.732 -2.610 -2.941
H -6.440 -0.736 -1.373
C 6.278 -1.069 -1.168
C 5.325 -0.083 -0.975
C 4.121 -0.390 -0.365
C 3.843 -1.691 0.032
C 4.805 -2.678 -0.165
C 6.016 -2.365 -0.760
Ge 2.465 -2.122 1.456
C 3.476 -1.250 2.966
C 3.613 0.131 2.916
C 4.424 0.790 3.822
C 5.127 0.067 4.770
C 5.019 -1.313 4.802
C 4.192 -1.974 3.908
C 1.430 -4.022 1.456
C 1.919 -4.839 0.319
C 1.512 -6.083 0.045
C 0.558 -6.878 0.787
C -0.095 -6.517 1.895
C 0.018 -5.201 2.578
H 7.231 -0.822 -1.610
H 5.532 0.935 -1.266
H 3.412 0.407 -0.168
H 4.632 -3.688 0.180
H 6.764 -3.133 -0.878
H 3.081 0.697 2.160
H 4.511 1.865 3.779
H 5.763 0.581 5.475
H 5.583 -1.880 5.525
H 4.113 -3.052 3.940
H 2.654 -4.371 -0.323
H 1.945 -6.568 -0.818
H 0.380 -7.869 0.395
H -0.765 -7.225 2.358
H -0.618 -5.154 3.463
*
```

Calculated values
Highest occupied orbital energy (alpha / beta) in eV: -12.61 / -12.61
E_LUMO (alpha / beta) in eV: -6.57 / -6.55
Gap between HOMO and LUMO (alpha / beta) in eV: 6.0 / 6.1

Most stable: #b (next structure +0.0235 hartree)